# 1
DFT (ωB97M-V with the def2-TZVPD basis set) results for C4H8AgCl4NiO8P2Sn2 as an isolated structure.

```
30
C4H8AgCl4NiO8P2Sn2 ωB97M-V with the def2-TZVPD basis set
Ag 2.0525 1.0605 1.1567
Ni -0.5090 -1.8824 2.0822
Sn -1.9429 1.7074 2.4185
Sn -2.8963 -2.0863 -0.9137
P -0.2871 -0.1434 -0.0207
O 0.8890 0.5463 -0.6738
O -0.3833 -1.6953 0.0464
O -1.6802 0.4823 -0.1483
O 0.1564 -0.0603 1.4981
P -2.9871 -1.4298 3.1718
O -4.0920 -0.5727 2.6329
O -2.4187 -2.2940 1.9267
O -3.6265 -2.5829 3.9946
O -1.6004 -0.8097 3.4355
Cl -1.6616 3.0220 -3.3790
C -0.3558 3.0809 -2.1408
C -0.0959 4.5126 -1.7930
Cl -1.3362 5.1617 -0.6313
H 0.5214 2.6453 -2.6140
H -0.6882 2.4559 -1.3223
H -0.1268 5.2214 -2.6157
H 0.8803 4.6810 -1.3382
Cl 4.0808 -1.7671 -1.9486
C 2.6219 -2.5795 -1.3622
C 2.6966 -2.8921 0.1448
Cl 3.2816 -1.4640 1.0767
H 2.6836 -3.5571 -1.8371
H 1.7560 -1.9643 -1.5774
H 3.4046 -3.6930 0.3251
H 1.6632 -3.1034 0.4062
```

## Properties
* multiplicity: 4
* HOMO-LUMO gap (spin up / spin down): 5.535 / 4.455 eV
* total charge: +2
* LUMO energy (spin up / spin down): -9.7 / -10.5 eV

***

# 2
DFT (ωB97M-V with the def2-TZVPD basis set) results for C29H26ClN5O3Tl as an isolated structure.

```
65
C29H26ClN5O3Tl ωB97M-V with the def2-TZVPD basis set
Tl -0.4372 -1.3575 -1.0589
C 3.8063 -2.6462 5.0461
C 2.7093 -2.2578 4.0904
C 1.4198 -1.9667 4.5326
C 0.4033 -1.6376 3.6612
C 0.5902 -1.5707 2.2567
N -0.4316 -1.2683 1.3983
C -1.3736 -0.3609 1.8662
C -1.0054 0.8658 2.4479
C -1.9384 1.7883 2.8663
C -3.3088 1.5647 2.7230
C -4.3186 2.6076 3.1226
C -3.6961 0.3709 2.1419
C -2.7536 -0.5678 1.7330
N -3.2389 -1.7815 1.1565
C -4.0204 -2.7134 1.7366
C -4.3145 -3.6559 0.7756
C -3.6496 -3.1964 -0.3729
N -3.0081 -2.0604 -0.1340
C 1.9040 -1.8673 1.8348
C 2.9201 -2.1923 2.7233
N 2.2750 -1.7625 0.4556
C 2.5962 -0.6195 -0.1946
C 3.0487 -0.9774 -1.4421
C 2.9720 -2.3824 -1.4456
N 2.5094 -2.8553 -0.2966
H 3.6463 -2.1983 6.0290
H 4.7832 -2.3173 4.6864
H 3.8599 -3.7300 5.1868
H 1.2027 -2.0055 5.5967
H -0.5840 -1.4292 4.0537
H 0.0505 1.0854 2.5415
H -1.5968 2.7282 3.2883
H -3.9183 3.2636 3.8973
H -5.2340 2.1525 3.5067
H -4.5954 3.2381 2.2733
H -4.7466 0.1489 1.9839
H -4.2852 -2.6343 2.7783
H -4.9056 -4.5487 0.8955
H -3.5924 -3.6444 -1.3531
H 3.9032 -2.3882 2.3082
H 2.4385 0.3412 0.2702
H 3.3592 -0.3176 -2.2348
H 3.2267 -3.0692 -2.2390
C 0.8499 4.5212 -5.0695
C 1.3141 3.0975 -4.9858
C 2.4904 2.6741 -5.5795
C 2.9036 1.3547 -5.4556
Cl 4.4018 0.8513 -6.2059
C 2.1599 0.4455 -4.7363
C 0.9766 0.8564 -4.1330
C 0.5463 2.1688 -4.2637
O -0.6066 2.6565 -3.7562
C -1.2509 1.9422 -2.7010
C -0.4997 2.0944 -1.3488
O -0.1657 3.2349 -1.0362
O -0.3352 1.0262 -0.6701
H 1.5580 5.1265 -5.6358
H 0.7330 4.9382 -4.0674
H -0.1305 4.5852 -5.5468
H 3.0985 3.3787 -6.1342
H 2.4969 -0.5775 -4.6299
H 0.4161 0.1374 -3.5533
H -1.4033 0.8930 -2.9641
H -2.2248 2.4204 -2.6196
```

## Properties
* HOMO-LUMO gap: 6.702 eV
* ΔE to the lowest compared entry with this formula, charge and spin: 0.145 eV
* total charge: -1
* LUMO energy: 2.5 eV

***

# 3
DFT (ωB97M-V with the def2-TZVPD basis set) results for C3H7NO2S as an isolated structure.

```
14
C3H7NO2S ωB97M-V with the def2-TZVPD basis set
C -0.6025 1.7514 -1.0862
C -1.4945 -1.4632 -1.6685
C 1.2545 -0.1882 1.7756
N 0.2965 1.1701 -0.4030
O 1.7497 -0.8591 -0.9546
O 0.2142 -0.7619 1.0828
S 0.4149 -0.5408 -0.4769
H -0.7716 2.8902 -0.9194
H -1.2473 1.3701 -1.7967
H -0.9573 -1.7399 -2.6144
H -1.6748 -2.4400 -1.1514
H 0.8722 0.5348 2.4922
H 1.9827 0.2938 1.0189
H 1.8038 -0.9296 2.3532
```

## Properties
* HOMO-LUMO gap: 8.657 eV
* ΔE to the lowest compared entry with this formula, charge and spin: 7.290 eV
* total charge: 0
* LUMO energy: 0.2 eV

***

no.,largest force on an atom (eV/A)
1,5.674
2,0.360
3,3.613